Entry 1:
{"formula": "C18H46NO5P", "method": "ωB97M-V/def2-TZVPD", "total_charge": 0, "smiles": "CCCNPOC[C@H](C)O.CCOCC.CCOCC.CCOCC", "elements": ["H", "C", "C", "H", "C", "H", "H", "H", "H", "H", "C", "H", "H", "H", "O", "C", "H", "O", "H", "H", "H", "H", "C", "C", "C", "H", "H", "C", "H", "H", "H", "P", "C", "O", "H", "H", "H", "H", "H", "H", "H", "H", "H", "H", "C", "H", "H", "C", "H", "C", "H", "H", "H", "O", "C", "H", "C", "O", "H", "C", "C", "H", "H", "N", "H", "H", "H", "H", "C", "H", "H"], "positions_angstrom": [[6.491, 3.270, 0.005], [-5.398, -1.459, -1.099], [-6.851, -3.772, -3.982], [-6.447, -0.982, -1.318], [5.483, 4.288, 4.706], [-0.282, -4.484, -1.241], [3.755, 4.288, -0.973], [-8.874, -4.295, -5.833], [5.732, 3.426, 5.332], [-4.618, -4.434, 0.885], [-9.455, -3.459, -5.432], [4.447, 4.145, 4.379], [5.353, 6.442, 4.851], [-5.287, -2.544, -4.831], [-7.771, -2.698, -3.809], [3.500, 2.609, 1.174], [4.342, 2.875, 1.822], [-5.199, -1.580, 1.481], [-5.486, -0.623, 1.301], [-6.356, -3.916, -3.016], [-5.011, -2.173, -1.961], [7.967, 3.343, 5.557], [-8.554, -2.341, -4.943], [0.884, -3.663, 0.334], [2.039, -2.719, -0.360], [7.908, 5.426, 4.142], [1.320, -4.774, 0.317], [-4.288, -3.546, 0.171], [4.851, 5.574, 6.323], [-2.359, -5.535, 0.015], [5.520, 4.501, 0.812], [-1.762, -4.323, 0.570], [1.873, -1.112, -0.084], [-2.953, -3.008, 0.594], [-7.912, -1.968, -5.747], [3.097, -3.035, 0.078], [6.210, 4.843, -0.780], [3.122, 1.647, 1.537], [-6.559, -2.863, 0.312], [-5.046, -4.296, -5.046], [1.566, 3.381, 0.592], [2.736, 4.635, 1.000], [-4.255, -3.975, -0.926], [4.783, 3.163, -1.839], [8.316, 3.330, 4.521], [-7.388, -4.702, -4.197], [-4.615, -0.616, -0.866], [7.686, 4.446, 3.709], [2.970, -0.647, -0.151], [-5.790, -3.495, -5.033], [-10.067, -3.852, -4.613], [2.092, -2.903, -1.529], [8.057, 2.351, 4.102], [3.952, 2.389, -0.159], [5.565, 5.583, 5.495], [1.997, 3.683, 2.294], [2.385, 3.635, 1.272], [6.282, 4.292, 3.526], [-6.227, -3.426, -6.033], [5.753, 4.063, -0.163], [-5.479, -2.399, 0.264], [9.405, 3.432, 4.533], [8.130, 4.443, 2.707], [-0.411, -3.746, -0.502], [0.662, -3.415, 1.460], [1.458, -0.825, 0.971], [-10.117, -3.100, -6.226], [6.564, 5.731, 5.916], [4.511, 3.510, -0.836], [-9.182, -1.497, -4.633], [1.237, -0.544, -0.899]]}

Entry 2:
{"formula": "C18H47BN2O17P3", "method": "ωB97M-V/def2-TZVPD", "total_charge": 1, "elements": ["H", "H", "H", "H", "H", "H", "C", "O", "C", "H", "N", "H", "C", "H", "H", "H", "H", "O", "O", "O", "C", "H", "H", "H", "C", "H", "H", "H", "C", "H", "O", "H", "H", "C", "H", "H", "H", "O", "H", "H", "O", "H", "H", "H", "H", "O", "C", "C", "H", "H", "C", "H", "H", "P", "H", "O", "O", "O", "O", "H", "H", "O", "C", "H", "H", "C", "H", "C", "O", "O", "O", "H", "C", "O", "H", "P", "H", "C", "C", "C", "H", "N", "B", "H", "P", "H", "C", "H"], "positions_angstrom": [[-2.570, -8.417, -5.180], [-4.533, -7.258, -0.430], [-4.632, 0.151, -0.346], [3.944, 3.118, 1.995], [4.196, -1.291, 1.236], [5.941, 1.534, -2.290], [-2.522, -9.392, -4.689], [-4.877, -2.778, -0.737], [0.853, 9.292, 2.263], [-3.187, 0.606, 0.580], [3.629, 2.233, 1.562], [1.238, 2.010, 0.389], [4.530, 0.466, -0.091], [-2.461, 5.422, 2.708], [4.973, 0.674, 2.082], [-0.032, 0.689, 0.803], [-3.844, 9.070, 4.075], [-2.044, -2.797, 1.213], [-0.301, 6.877, 2.094], [-2.606, -9.273, -3.275], [-0.926, 2.918, -0.155], [-4.437, 7.725, 3.078], [-6.160, -2.267, 0.831], [5.728, -0.591, -1.445], [-1.481, -4.059, 1.546], [3.990, 1.120, -0.880], [0.451, -8.405, -1.347], [7.463, 2.988, -0.202], [-3.660, -0.194, 0.011], [2.107, 0.426, -1.595], [-2.395, 7.861, 3.264], [-5.516, -6.413, -1.635], [0.952, 9.102, 1.193], [-2.510, 5.454, 1.617], [-1.959, -4.440, 2.450], [-3.349, -10.009, -5.043], [-3.029, -0.441, -0.847], [-0.681, -7.870, -2.985], [-6.879, -2.380, -0.786], [1.695, -1.823, 0.461], [4.638, 3.741, -1.996], [-1.705, 4.862, 1.190], [0.982, -9.053, -2.909], [7.563, 1.075, -1.544], [0.628, -0.629, -1.312], [-2.038, 2.856, 0.426], [2.177, -0.773, 0.407], [1.425, 0.017, -0.775], [1.939, -0.266, 1.404], [-0.418, -3.918, 1.752], [4.828, 1.396, 1.184], [3.096, 1.740, 2.297], [4.041, -1.692, -0.553], [-2.361, -7.787, -2.624], [-3.721, 9.159, 2.305], [-0.393, 1.826, -0.945], [-2.113, -7.919, -1.121], [-2.440, 6.784, 1.121], [6.040, 2.183, 1.108], [-3.461, 5.023, 1.300], [5.058, 4.870, 0.761], [-4.089, -3.877, 1.145], [6.461, 1.330, -1.295], [-1.596, -4.771, 0.727], [1.165, 10.316, 2.476], [-6.149, -2.826, -0.106], [-0.259, 3.841, -0.029], [0.108, -8.827, -2.293], [-0.493, 9.138, 2.689], [-4.057, -7.628, -2.399], [5.574, 5.070, -0.064], [-6.431, -3.864, 0.073], [6.385, 2.566, -0.252], [-3.851, -1.318, 0.862], [3.690, 3.821, -1.712], [-3.474, -2.795, 0.258], [-3.855, -5.860, -1.322], [0.566, 1.194, -0.050], [-3.666, 8.492, 3.168], [3.765, -0.907, 0.234], [6.437, -0.292, 0.108], [5.877, 0.087, -0.681], [5.480, 3.832, -0.822], [-0.440, -9.754, -2.114], [-1.426, 7.904, 1.942], [1.492, 8.612, 2.830], [-4.503, -6.735, -1.388], [-1.580, -9.878, -4.950]]}

Entry 3:
{"formula": "C18H48Cl9O20P5", "method": "ωB97M-V/def2-TZVPD", "de_lowest_ev": 0.000, "total_charge": 0, "smiles": "COP(=O)(OC)OC.COP(=O)(OC)OC.COP(=O)(OC)OC.COP(=O)(OC)OC.COP(=O)(OC)OC.ClC(Cl)Cl.ClC(Cl)Cl.ClC(Cl)Cl", "elements": ["C", "H", "P", "O", "H", "H", "P", "H", "H", "C", "H", "Cl", "H", "H", "O", "H", "H", "H", "H", "H", "H", "H", "Cl", "H", "C", "Cl", "Cl", "O", "H", "H", "C", "O", "H", "C", "P", "H", "Cl", "C", "O", "Cl", "H", "O", "H", "C", "H", "H", "O", "H", "H", "H", "H", "C", "H", "H", "C", "C", "H", "O", "H", "H", "O", "H", "H", "P", "O", "O", "O", "C", "H", "O", "Cl", "O", "H", "C", "H", "H", "H", "O", "H", "C", "C", "Cl", "H", "H", "H", "H", "C", "O", "Cl", "O", "C", "O", "H", "H", "O", "P", "H", "C", "O", "C"], "positions_angstrom": [[3.178, 6.872, -2.964], [-2.888, -0.792, -3.794], [2.904, 4.761, -1.465], [3.703, 3.995, -2.601], [0.436, -2.719, -4.942], [5.247, 5.823, 2.849], [3.664, 3.748, 3.378], [-2.635, -2.917, -0.210], [-4.576, -4.661, -4.516], [-5.613, -6.967, 1.038], [1.388, -2.471, 1.926], [-4.252, 0.459, -5.194], [0.805, -0.059, 0.041], [-1.223, -5.858, 2.119], [-1.970, -1.646, 3.473], [-3.003, -3.241, 4.252], [-5.583, -7.728, 0.259], [2.384, -2.382, 3.397], [-1.847, -7.237, 3.020], [5.702, 4.216, -0.419], [-4.339, -3.931, -2.908], [-1.872, -3.073, -8.222], [1.674, 0.315, -2.119], [-3.150, -1.948, -8.743], [-3.170, 0.251, -3.806], [-0.759, -1.072, -1.421], [-1.745, 1.260, -3.964], [1.917, 3.967, -0.735], [-6.075, -7.399, 1.923], [4.005, 6.957, 2.311], [4.900, 4.614, 0.206], [4.752, 3.258, 2.535], [3.174, 6.583, -4.015], [1.953, 2.466, 1.955], [-3.918, -5.201, 1.930], [-5.511, -3.233, -4.024], [-0.753, 6.786, -1.587], [4.273, 6.248, 3.093], [-2.230, -4.676, -5.662], [-4.032, 0.602, -2.301], [5.303, 2.269, 5.558], [-0.126, -0.492, 2.156], [-1.136, -5.849, 3.902], [-1.724, -6.154, 3.042], [-1.658, -2.703, 5.260], [-1.650, -3.044, 1.219], [4.018, 5.432, -0.569], [1.501, 1.484, 2.094], [3.751, 1.617, 4.991], [-3.464, -3.666, -8.778], [3.788, 2.022, -3.219], [4.228, 2.440, 5.525], [5.253, 2.682, -2.452], [4.191, 6.860, -2.573], [-0.513, -2.342, -4.560], [-2.653, -3.214, 0.838], [-3.120, -1.719, 5.188], [-3.469, -2.786, -6.902], [5.355, 5.264, 0.950], [0.921, 0.925, 5.718], [3.960, 3.704, 4.928], [1.697, -0.096, 4.506], [-0.287, 4.492, -1.710], [-2.639, -3.275, -5.670], [-1.476, -2.219, -5.620], [2.320, 5.990, -2.227], [-3.540, -2.833, -4.459], [0.372, 0.179, -0.921], [1.229, 3.102, 1.452], [-3.002, -5.527, 3.178], [-2.479, 4.566, -0.898], [2.301, 2.997, 3.244], [2.751, 7.869, -2.886], [-4.542, -3.729, -3.958], [4.326, 6.775, 4.045], [1.568, -3.894, 2.975], [1.147, -0.807, 6.031], [-2.924, -4.632, 0.851], [3.826, 2.439, 6.537], [-2.466, -2.366, 4.608], [-1.154, 5.108, -1.924], [-1.541, 4.909, -3.638], [-3.436, -2.656, 1.342], [-6.167, -6.110, 0.666], [3.858, 2.248, -1.455], [-0.320, -1.352, -4.159], [-2.944, -2.885, -8.224], [-5.066, -4.368, 2.244], [-0.424, 1.733, -0.721], [3.261, 5.244, 3.153], [4.163, 2.652, -2.419], [-0.378, -0.294, 4.717], [-0.866, -3.011, -3.777], [4.370, 3.810, 0.718], [0.334, -2.462, 3.736], [-0.510, -1.143, 3.397], [2.819, 2.351, 1.305], [0.910, -0.065, 5.266], [-4.247, -6.628, 1.332], [1.482, -2.809, 2.955]]}

| no. | highest occupied orbital energy (eV) | M (g/mol) | gap between HOMO and LUMO (eV) |
| --- | --- | --- | --- |
| 1 | -8.2 | 387.5 | 9.01 |
| 2 | -10.9 | 667.3 | 6.60 |
| 3 | -10.3 | 1058.5 | 10.66 |